1.
C2HCl4NO2 | the ωB97M-V functional and the def2-TZVPD basis

For the largest force on an atom, the calculation gives 0.0839 hartree/bohr. For the gap between HOMO and LUMO (spin up / spin down), the calculation gives 8.66 / 8.29 eV. The charge is 0. The value obtained for the HOMO energy (spin up / spin down) is -9.62 / -9.19 eV. The value obtained for the relative energy (zero: lowest compared OMol25 entry of this formula, charge and spin) is 47.2 kcal/mol. For the total energy, the calculation gives -2122.61484 Eh.

Atoms and positions in Å:
Cl: -0.648319 -0.672899 -2.039151
Cl: 2.084065 0.733648 -0.033084
Cl: -2.186082 1.065209 -0.142529
Cl: -0.042719 2.123051 -1.901358
O: -0.731442 -1.879223 1.237787
O: 1.456642 -2.039685 1.206079
N: 0.389624 -1.619198 1.062232
C: -0.612788 0.726010 -0.943107
C: 0.359336 0.608877 0.227208
H: -0.068316 0.954210 1.325924

Atoms 1-3, force components in eV/Å:
Cl -0.17 0.13 0.50
Cl -1.30 -0.02 0.16
Cl 0.23 -0.28 -0.79



2.
C33H42AsBaN7O2SSi2 | the ωB97M-V functional and the def2-TZVPD basis

For the largest force on an atom, the calculation gives 0.0149 hartree/bohr. For the gap between HOMO and LUMO, the calculation gives 5.87 eV. The charge is 0. The value obtained for the HOMO energy is -6.17 eV. The value obtained for the relative energy (zero: lowest compared OMol25 entry of this formula, charge and spin) is 9.8 kcal/mol. For the total energy, the calculation gives -5055.12146 Eh.

Atoms and positions in Å:
Ba: 0.414785 -0.229661 0.134670
As: -0.131915 -0.615621 -2.802481
S: -0.539769 0.815452 3.330805
Si: -0.192852 -2.293881 -4.370193
Si: -1.038628 1.176431 -3.943525
O: 0.416139 0.773143 4.408665
O: -0.839036 -0.474683 2.688289
N: -0.153778 -3.271197 0.515038
N: 2.217320 -1.982073 1.356798
N: 0.133643 3.812643 3.092697
N: 0.534478 3.406933 0.774792
N: 3.340114 0.232748 0.074578
N: -0.104759 1.690772 2.082841
N: -5.631031 2.963990 5.463279
C: 0.450799 5.082010 2.898265
C: -2.125000 1.850478 5.293343
C: 3.511605 1.482158 -1.995873
C: -1.217376 -5.347876 0.029167
C: -4.424871 2.495665 4.956980
C: -0.908437 1.033598 -5.812566
C: 0.849994 4.683587 0.622830
C: -2.043972 1.461239 3.965574
C: -3.311208 2.361589 5.786997
C: 4.204216 2.444827 0.230669
C: 3.475931 0.096392 1.401927
C: 2.302939 -3.561217 3.142446
C: 0.178143 3.007634 2.016260
C: 0.795370 -5.318713 1.302432
C: 3.655614 -1.605107 3.223745
C: 4.279318 2.334104 1.608371
C: -3.144602 1.590313 3.127164
C: 3.904180 1.143232 2.211487
C: 0.779726 -3.934406 1.209483
C: -0.215930 -6.036565 0.685497
C: -1.958070 -2.688181 -4.934900
C: -1.160312 -3.957932 -0.032226
C: 3.098430 -1.217620 2.005953
C: 3.699873 1.379686 -0.509845
C: -4.327272 2.103668 3.618360
C: -2.859266 1.410424 -3.523490
C: 0.850284 -1.931617 -5.904670
C: 0.529011 -3.827970 -3.516569
C: 3.249678 -2.791300 3.797977
C: -2.234882 -3.173998 -0.724052
C: 0.829292 5.594496 1.665743
C: -0.141044 2.741085 -3.401439
C: 1.813299 -3.123104 1.920417
H: -1.391560 0.116438 -6.158995
H: 4.399171 -0.987429 3.704279
H: 2.837740 0.703550 -2.354128
H: -3.133027 -3.774284 -0.859870
H: 4.485841 3.363075 -0.267330
H: -3.067183 1.286411 2.091024
H: -3.382705 2.663370 6.825298
H: 0.135500 0.999601 -6.127696
H: 1.924969 -4.468724 3.590180
H: -2.042765 -5.869353 -0.435596
H: -1.393558 1.877379 -6.310388
H: 0.908147 2.695607 -3.700620
H: -2.990752 1.451226 -2.440070
H: 4.607586 3.170373 2.211587
H: -6.268613 3.349314 4.786374
H: -1.997431 -2.912786 -6.003937
H: 0.405334 5.720144 3.776019
H: -5.188340 2.200947 2.967772
H: -0.176768 2.844479 -2.311479
H: 1.499749 -2.778377 -6.141014
H: 0.226937 -1.732589 -6.778527
H: -0.225133 -7.117740 0.730692
H: 3.100823 2.456007 -2.263104
H: -2.612542 -1.837899 -4.735734
H: 3.904237 1.047454 3.287198
H: -3.250224 2.337527 -3.954225
H: -5.565130 3.524038 6.296964
H: -1.883730 -2.824171 -1.696616
H: 1.482639 -1.060933 -5.731627
H: 1.542120 -4.029379 -3.870873
H: -0.589398 3.637689 -3.838317
H: 3.652589 -3.107446 4.750719
H: 1.087470 6.633329 1.526753
H: -2.485989 -2.283540 -0.146960
H: 1.594165 -5.824171 1.826617
H: -2.364113 -3.549429 -4.398771
H: 4.469874 1.369918 -2.508119
H: -3.455763 0.578187 -3.903530
H: -1.249692 1.753746 5.920263
H: 1.131503 4.986058 -0.381871
H: 0.581672 -3.673270 -2.436962
H: -0.073819 -4.719919 -3.707089

Atoms 1-3, force components in eV/Å:
Ba -0.14 -0.03 0.76
As -0.03 0.07 -0.65
S 0.25 -0.05 -0.31



3.
C5H10O | the ωB97M-V functional and the def2-TZVPD basis

For the largest force on an atom, the calculation gives 0.0123 hartree/bohr. For the gap between HOMO and LUMO, the calculation gives 10.78 eV. The charge is 0. The value obtained for the HOMO energy is -9.78 eV. The value obtained for the relative energy (zero: lowest compared OMol25 entry of this formula, charge and spin) is 51.6 kcal/mol. As for the SMILES: C=CCCC=O.[H][H]. For the total energy, the calculation gives -271.67041 Eh.

Atoms and positions in Å:
O: -2.078343 -1.284069 -0.349861
C: 1.825631 -0.558505 0.120761
C: 0.965365 0.145256 0.849593
C: 0.198308 1.344857 0.346440
C: -1.704595 -0.289765 0.226427
C: -1.052100 0.897079 -0.441131
H: -1.789405 1.711437 -0.499958
H: -0.098490 1.977854 1.190460
H: -0.128805 -2.166686 -1.245004
H: -1.820383 -0.201703 1.329736
H: 0.833619 1.958493 -0.301251
H: 0.615693 -2.185287 -1.216255
H: -0.798394 0.604539 -1.464544
H: 2.260887 -1.482350 0.491604
H: 2.080829 -0.276127 -0.899377
H: 0.712156 -0.207550 1.849362

Atoms 1-3, force components in eV/Å:
O 0.07 0.53 0.33
C -0.11 0.17 0.17
C 0.20 -0.17 -0.09



4.
C6H8 | the ωB97M-V functional and the def2-TZVPD basis

For the largest force on an atom, the calculation gives 0.0574 hartree/bohr. For the gap between HOMO and LUMO, the calculation gives 10.42 eV. The charge is 0. The value obtained for the HOMO energy is -9.11 eV. The value obtained for the relative energy (zero: lowest compared OMol25 entry of this formula, charge and spin) is 110.2 kcal/mol. For the total energy, the calculation gives -233.21145 Eh.

Atoms and positions in Å:
C: 0.672726 0.572419 -0.790121
C: 1.242081 -0.783758 -0.405788
C: -0.821466 0.733286 -0.439279
C: -1.423289 -0.500723 0.211949
C: -0.731781 0.497409 1.037764
C: 1.197537 0.296742 0.586122
H: 1.960606 0.719205 1.252243
H: 0.380904 -1.584400 -0.246348
H: 2.042027 -1.369591 -0.857169
H: -0.757622 -1.464639 0.010302
H: 1.105053 1.211030 -1.559462
H: -1.017392 1.021295 1.958438
H: -1.406383 1.487867 -0.964228
H: -2.439177 -0.893366 0.179970

Atoms 1-3, force components in eV/Å:
C -0.06 -0.13 -0.25
C -1.89 -1.58 0.17
C -0.08 -0.13 -0.26



5.
C10H12N5 | the ωB97M-V functional and the def2-TZVPD basis

For the largest force on an atom, the calculation gives 0.0749 hartree/bohr. For the gap between HOMO and LUMO, the calculation gives 7.63 eV. The charge is +1. The value obtained for the HOMO energy is -11.83 eV. The value obtained for the relative energy (zero: lowest compared OMol25 entry of this formula, charge and spin) is 59.1 kcal/mol. For the total energy, the calculation gives -661.68346 Eh.

Atoms and positions in Å:
N: -1.098196 0.523654 -1.874624
N: -1.958774 -0.598385 1.341172
N: -1.879030 0.195411 -0.921658
N: 1.704912 1.683400 0.970268
N: 0.141202 0.046792 0.414471
C: -3.956454 -0.246578 0.221949
C: 0.447949 -1.950645 -0.843273
C: 0.499942 1.295124 0.799032
C: 4.141253 1.156587 0.818642
C: 1.045663 -0.744990 -0.279356
C: -3.291240 -0.636422 1.424726
C: -3.217223 0.143438 -0.823924
C: -1.320592 -0.194647 0.299395
C: 2.679707 0.902870 0.492694
C: 2.338008 -0.287490 -0.244131
H: -5.002442 -0.058952 0.136635
H: -0.241060 1.925094 1.086698
H: -3.596332 0.600065 -1.732162
H: 0.109924 -1.721276 -1.926487
H: -1.547073 0.997695 -2.788957
H: 1.323526 -2.632393 -0.898450
H: 4.263851 2.022664 1.382497
H: 4.792240 1.129019 -0.039216
H: -0.241249 -2.463899 -0.090404
H: 4.381435 0.376488 1.403927
H: -3.685302 -0.626199 2.436557
H: 3.165357 -0.836424 -0.766024

Atoms 1-3, force components in eV/Å:
N 0.17 1.79 -3.15
N 0.04 0.24 0.86
N 1.19 -0.95 2.21



6.
C14H23IrN2PS | the ωB97M-V functional and the def2-TZVPD basis

As for the multiplicity: 6. For the largest force on an atom, the calculation gives 0.1108 hartree/bohr. For the gap between HOMO and LUMO (spin up / spin down), the calculation gives 7.45 / 5.52 eV. The charge is +2. The value obtained for the HOMO energy (spin up / spin down) is -12.92 / -15.46 eV. For the total energy, the calculation gives -1499.79326 Eh.

Atoms and positions in Å:
Ir: 0.050724 -1.871597 -0.093293
S: -3.976360 -2.786071 2.005779
P: 0.644925 -1.054337 -1.966343
N: -2.093079 1.437945 0.985359
N: -1.460328 -2.274587 0.930868
C: -1.314108 2.356524 0.216268
C: 2.342622 0.050708 -0.269918
C: 1.226316 -0.217063 0.535670
C: -3.266636 0.871128 0.364817
C: 2.393976 -0.507900 -1.658428
C: -0.198602 0.585409 2.614130
C: -1.676259 0.898792 2.237172
C: 3.271680 1.441724 1.451308
C: 0.741592 -2.397781 -3.178161
C: 1.011737 0.547320 1.708429
C: 2.110808 1.280975 2.197075
C: 3.377208 0.855178 0.194723
C: -2.504350 -2.516897 1.468301
C: -0.035227 0.363764 -2.895562
H: 3.085487 -1.360291 -1.773787
H: 0.481477 -3.666591 -0.292615
H: 4.074821 2.053887 1.851370
H: 0.431278 0.419910 -3.894944
H: -2.025912 1.619205 2.992806
H: -0.266978 2.352743 0.543327
H: -0.229399 -0.357436 3.192946
H: 2.680772 0.254922 -2.392409
H: 2.010059 1.755980 3.182251
H: -1.715885 3.385141 0.338589
H: 0.938898 -3.323159 -2.622480
H: 4.241615 1.023328 -0.447192
H: -4.128922 1.560290 0.469347
H: -1.115458 0.205775 -2.978101
H: -0.263581 -3.671968 -0.140230
H: -0.258073 -2.488566 -3.632962
H: 0.020709 1.362934 3.357398
H: -3.531376 -0.089506 0.833043
H: 0.153803 1.290087 -2.342800
H: -1.392791 2.114623 -0.851011
H: 1.531396 -2.227672 -3.925845
H: -2.268731 -0.012611 2.395391
H: -3.099847 0.735740 -0.710291

Atoms 1-3, force components in eV/Å:
Ir 0.74 1.19 3.74
S 1.00 0.11 -0.03
P 1.31 1.38 -5.37



- Which formula does entry 6 have?
  C14H23IrN2PS



- What is the largest force on an atom in the sixth record?
  0.1108 hartree/bohr



Please write out number 1 again, unchanged.
C2HCl4NO2 | the ωB97M-V functional and the def2-TZVPD basis

For the largest force on an atom, the calculation gives 0.0839 hartree/bohr. For the gap between HOMO and LUMO (spin up / spin down), the calculation gives 8.66 / 8.29 eV. The charge is 0. The value obtained for the HOMO energy (spin up / spin down) is -9.62 / -9.19 eV. The value obtained for the relative energy (zero: lowest compared OMol25 entry of this formula, charge and spin) is 47.2 kcal/mol. For the total energy, the calculation gives -2122.61484 Eh.

Atoms and positions in Å:
Cl: -0.648319 -0.672899 -2.039151
Cl: 2.084065 0.733648 -0.033084
Cl: -2.186082 1.065209 -0.142529
Cl: -0.042719 2.123051 -1.901358
O: -0.731442 -1.879223 1.237787
O: 1.456642 -2.039685 1.206079
N: 0.389624 -1.619198 1.062232
C: -0.612788 0.726010 -0.943107
C: 0.359336 0.608877 0.227208
H: -0.068316 0.954210 1.325924

Atoms 1-3, force components in eV/Å:
Cl -0.17 0.13 0.50
Cl -1.30 -0.02 0.16
Cl 0.23 -0.28 -0.79



- Which of these has the highest largest force on an atom?
  C14H23IrN2PS